1.
DFT (ωB97M-V/def2-TZVPD) results for a gas-phase ion, H2N3O2S (charge -1).

Geometry (Å):
1 H -1.269 1.968 0.174
2 N -0.298 1.679 0.069
3 N -0.351 0.280 0.074
4 O -1.415 -0.430 0.052
5 N 0.799 -0.342 -0.001
6 O 0.622 -1.728 -0.162
7 S 2.296 0.319 -0.002
8 H -0.384 -1.747 -0.203

## Properties
net charge	-1
gap between HOMO and LUMO (alpha / beta)	6.923 / 6.924	eV



2.
DFT (ωB97M-V/def2-TZVPD) results for C2H3FI2O in the gas phase.

Geometry (Å):
1 C -0.237 0.238 0.275
2 C -0.125 0.813 1.637
3 O 0.111 -1.211 0.478
4 F -0.835 1.941 1.825
5 I 1.463 0.481 2.694
6 I 3.999 1.339 2.008
7 H 0.322 0.546 -0.498
8 H -1.300 0.288 -0.013
9 H -0.776 -1.579 0.355

## Properties
gap between HOMO and LUMO (alpha / beta)	7.351 / 7.163	eV



3.
DFT (ωB97M-V/def2-TZVPD) results for C5H8FNO in the gas phase.

Geometry (Å):
1 N -0.848 1.253 -0.801
2 C -0.237 0.628 0.317
3 C -1.116 -0.561 0.716
4 C -0.767 -1.473 -0.422
5 O 0.726 -1.316 -0.511
6 C 1.034 -0.115 -0.003
7 C 2.257 0.370 0.182
8 F 3.413 -0.297 -0.166
9 H -1.448 2.017 -0.445
10 H -0.212 1.744 -1.449
11 H -0.116 1.231 1.224
12 H -2.139 -0.203 0.743
13 H -0.803 -0.924 1.723
14 H -1.003 -2.536 -0.236
15 H -1.246 -1.135 -1.391
16 H 2.506 1.315 0.518

## Properties
gap between HOMO and LUMO	9.445	eV



4.
DFT (ωB97M-V/def2-TZVPD) results for a gas-phase ion, C7H15N4 (charge +1).

Geometry (Å):
1 C -0.987 -0.802 2.971
2 N -0.479 -1.250 1.665
3 C -0.740 -0.373 0.522
4 C -0.096 0.990 0.562
5 N -0.741 2.071 -0.095
6 C -1.221 1.785 -1.446
7 N -0.356 1.007 -2.281
8 C 0.455 0.163 -1.846
9 C 1.355 -0.618 -2.727
10 C 0.563 -0.108 -0.239
11 N 1.669 -0.794 0.376
12 H -0.613 0.193 3.200
13 H -2.075 -0.763 2.960
14 H -0.663 -1.492 3.746
15 H -0.835 -2.191 1.477
16 H 0.608 -1.279 1.593
17 H -1.679 -0.527 0.017
18 H 0.383 1.302 1.484
19 H -0.138 2.886 -0.093
20 H -1.391 2.733 -1.958
21 H -2.188 1.270 -1.383
22 H 2.349 -0.714 -2.293
23 H 1.428 -0.121 -3.690
24 H 0.943 -1.614 -2.884
25 H 2.458 -0.180 0.551
26 H 1.992 -1.574 -0.189

## Properties
net charge	+1
gap between HOMO and LUMO	9.128	eV



5.
DFT (ωB97M-V/def2-TZVPD) results for a gas-phase ion, C4H6NO3 (charge -1).

Geometry (Å):
1 C -0.768 0.110 -1.233
2 N 0.242 0.321 -0.263
3 C 1.240 1.146 -0.670
4 O 1.279 1.861 -1.676
5 C 0.395 -0.267 0.986
6 C -0.926 -1.229 1.334
7 O -0.960 -2.148 0.519
8 O -1.361 -0.837 2.402
9 H -0.277 0.133 -2.274
10 H -1.180 -0.904 -1.158
11 H -1.516 0.861 -1.073
12 H 2.097 1.307 0.164
13 H 1.358 -0.840 1.172
14 H 0.378 0.487 1.772

## Properties
net charge	-1
gap between HOMO and LUMO	7.911	eV



6.
DFT (ωB97M-V/def2-TZVPD) results for 7 unconnected molecules or ions with the total composition C25H70N6O7.

Geometry (Å):
1 C 19.264 12.609 7.194
2 O 19.060 14.012 7.033
3 C 20.087 14.933 7.442
4 C 19.806 16.293 6.859
5 C 19.999 16.411 5.279
6 N 20.697 17.348 7.422
7 H 19.530 12.242 8.185
8 H 20.047 12.227 6.539
9 H 18.302 12.183 6.911
10 H 20.140 14.828 8.525
11 H 21.070 14.706 7.028
12 H 18.769 16.600 6.998
13 H 19.488 15.558 4.833
14 H 20.967 16.204 4.823
15 H 19.573 17.319 4.851
16 H 21.693 17.188 7.376
17 H 20.539 17.358 8.420
18 C 14.145 17.322 4.546
19 O 15.194 18.175 5.138
20 C 14.883 18.686 6.431
21 C 15.584 20.060 6.587
22 C 15.476 20.704 7.987
23 N 15.111 21.027 5.584
24 H 13.241 17.815 4.192
25 H 13.874 16.652 5.363
26 H 14.615 16.774 3.729
27 H 13.809 18.871 6.457
28 H 14.994 18.028 7.293
29 H 16.610 19.815 6.312
30 H 15.905 20.080 8.772
31 H 14.499 21.024 8.348
32 H 16.027 21.644 7.955
33 H 15.113 20.408 4.786
34 H 14.131 21.235 5.710
35 C 16.160 8.910 4.891
36 O 17.397 9.168 4.311
37 C 17.947 10.449 4.545
38 C 19.011 10.790 3.598
39 C 20.256 9.891 3.671
40 N 19.362 12.114 3.839
41 H 16.422 9.050 5.940
42 H 15.707 7.920 4.835
43 H 15.410 9.664 4.653
44 H 17.065 11.064 4.363
45 H 18.415 10.344 5.524
46 H 18.718 10.910 2.555
47 H 20.133 8.968 3.105
48 H 20.452 9.663 4.718
49 H 21.092 10.471 3.281
50 H 20.125 12.454 3.272
51 H 18.594 12.602 3.399
52 C 16.652 13.793 2.720
53 O 17.810 13.412 1.894
54 C 17.928 14.169 0.658
55 C 19.258 13.831 0.057
56 C 20.416 14.201 1.053
57 N 19.492 14.570 -1.210
58 H 16.782 13.164 3.600
59 H 15.755 13.569 2.142
60 H 16.666 14.710 3.308
61 H 17.242 13.760 -0.084
62 H 17.657 15.216 0.794
63 H 19.349 12.755 -0.092
64 H 21.408 14.318 0.617
65 H 20.662 13.536 1.881
66 H 20.282 15.167 1.541
67 H 20.390 14.384 -1.632
68 H 19.472 15.537 -0.919
69 C 12.916 6.286 5.931
70 O 12.644 7.667 5.968
71 C 12.195 8.122 4.716
72 C 11.997 9.652 4.749
73 C 11.093 10.149 5.892
74 N 11.668 10.240 3.426
75 H 13.699 5.964 5.244
76 H 12.030 5.774 5.554
77 H 13.163 5.749 6.847
78 H 12.884 7.843 3.920
79 H 11.288 7.598 4.416
80 H 12.993 10.067 4.905
81 H 10.131 9.638 5.867
82 H 11.064 11.239 5.914
83 H 11.579 9.745 6.780
84 H 12.410 9.951 2.805
85 H 10.793 10.014 2.975
86 C 11.766 14.109 2.912
87 O 12.589 15.095 2.314
88 C 12.020 15.537 1.036
89 C 12.965 16.437 0.294
90 C 14.326 15.682 0.125
91 N 13.152 17.696 0.894
92 H 12.118 13.891 3.920
93 H 11.761 13.279 2.205
94 H 10.778 14.561 3.008
95 H 11.811 14.635 0.461
96 H 11.117 16.134 1.165
97 H 12.527 16.615 -0.688
98 H 15.107 16.373 -0.194
99 H 14.020 15.080 -0.730
100 H 14.649 14.939 0.854
101 H 12.169 17.879 1.041
102 H 13.616 17.559 1.781
103 C 14.540 13.523 5.526
104 O 15.643 12.816 6.058
105 H 14.262 14.109 6.401
106 H 14.916 13.988 4.614
107 H 13.741 12.845 5.227
108 H 15.726 13.168 6.947

## Properties
gap between HOMO and LUMO	9.099	eV



7.
DFT (ωB97M-V/def2-TZVPD) results for a gas-phase ion, C5H13N2 (charge +1).

Geometry (Å):
1 C -2.259 -0.791 0.355
2 N -1.758 0.425 0.007
3 N -0.468 0.687 0.034
4 C -0.050 1.990 -0.407
5 C 0.456 -0.388 0.282
6 C 1.778 0.207 0.837
7 C 0.819 -1.285 -0.906
8 H -2.530 -1.180 -0.651
9 H -3.261 -0.575 0.892
10 H -1.541 -1.517 0.847
11 H 0.928 1.796 -0.791
12 H -0.078 2.604 0.439
13 H -0.821 2.418 -1.058
14 H 0.040 -1.038 1.157
15 H 2.267 0.818 0.024
16 H 1.626 0.948 1.553
17 H 2.310 -0.691 1.086
18 H 1.405 -0.679 -1.492
19 H -0.160 -1.437 -1.498
20 H 1.297 -2.311 -0.710

## Properties
net charge	+1
gap between HOMO and LUMO	10.111	eV



8.
DFT (ωB97M-V/def2-TZVPD) results for 3 unconnected molecules or ions with the total composition C4H13NO2.

Geometry (Å):
1 C 2.094 0.006 0.614
2 C 2.292 -0.258 2.156
3 C 0.934 -0.612 2.640
4 N 0.279 -1.187 1.410
5 C 1.181 -1.106 0.225
6 H 3.093 -0.081 0.180
7 H 1.506 0.904 0.477
8 H 3.111 -1.000 2.372
9 H 2.704 0.615 2.672
10 H 0.913 -1.332 3.463
11 H 0.313 0.237 2.936
12 H -0.298 -2.012 1.323
13 H 1.747 -2.016 0.066
14 H 0.553 -0.901 -0.647
15 O -1.345 -0.646 -4.276
16 H -0.463 -0.294 -4.145
17 H -1.855 0.173 -4.197
18 O -5.510 3.285 -2.766
19 H -6.235 2.703 -2.530
20 H -5.014 3.521 -1.974

## Properties
gap between HOMO and LUMO	8.918	eV



Let's list calculated total energy in order: -714.002739; -848.379256; -425.127672; -494.465715; -436.532791; -1849.425938; -307.461711; -365.398085 Ha.
Let's list ΔE to the lowest compared entry with this formula, charge and spin in order: 221.81; 167.53; 203.29; 116.38; 174.32; 504.20; 419.81; 116.58 kJ/mol.